Entry 1:
DFT (ωB97M-V/def2-TZVPD) results for a 6-piece molecular cluster, C29H50N2O18P overall in a non-equilibrium geometry.

XYZ file:
```
100
Properties=species:S:1:pos:R:3:forces:R:3
C 0.4264 2.2824 -0.6753 -0.3 -0.2 0.3
C 1.4407 1.0866 -0.5093 -2.0 1.6 1.0
C 2.8570 1.7090 -0.5732 -0.3 -0.3 -0.1
C 1.0900 0.4194 0.8418 0.4 -0.7 -0.4
C 2.0687 -0.7765 1.0705 0.5 0.5 1.3
P 1.3657 -1.8618 2.4050 -1.4 -1.1 -1.0
N 0.2119 -2.7784 1.8442 1.5 0.5 0.8
O 0.7030 -0.7920 3.5192 1.8 -1.4 -1.0
O 2.6380 -2.7305 3.0931 -1.6 1.7 -0.5
C 2.4772 -1.6037 -0.1891 -0.4 0.0 0.6
C 1.9838 -1.0875 -1.5871 0.2 -2.7 -0.2
C 3.2266 -0.9825 -2.5377 -0.9 0.0 -0.6
C 1.1064 -2.2394 -2.2038 0.0 1.0 -0.3
N 1.1203 0.1170 -1.5746 3.0 1.0 -0.9
O 1.2076 0.6920 -2.7357 -1.1 -0.3 0.1
H -0.3772 2.0413 -1.3851 0.4 0.0 0.2
H 0.9246 3.2119 -0.9853 -0.1 -0.4 0.0
H -0.0745 2.4628 0.2973 0.3 0.1 -0.4
H 3.6530 0.9641 -0.4020 -0.2 0.4 0.1
H 2.8827 2.5441 0.1556 0.2 -0.7 -0.3
H 2.9939 2.1678 -1.5678 0.0 -0.3 0.4
H 1.2119 1.1872 1.6253 0.0 -0.3 -0.2
H 0.0303 0.0678 0.8596 0.8 0.3 -0.3
H 3.0005 -0.3406 1.4924 -0.4 -0.2 -0.2
H 0.4471 -3.7512 2.0279 -0.3 0.0 -0.1
H 1.2523 0.0011 3.5011 -0.1 0.4 0.2
H 2.8366 -2.2421 3.8983 0.5 -0.2 0.4
H 2.0866 -2.6277 -0.0434 0.1 0.5 -0.2
H 3.5734 -1.7242 -0.2109 -0.5 0.3 0.1
H 3.9467 -1.7820 -2.2943 -0.4 0.6 0.1
H 2.8628 -1.2041 -3.5589 0.3 0.3 0.4
H 3.6647 0.0246 -2.5856 0.1 -0.4 0.3
H 0.5766 -1.7821 -3.0591 0.1 -0.3 0.3
H 1.7598 -3.0252 -2.6139 -0.3 0.1 0.4
H 0.3608 -2.6118 -1.4872 0.3 0.0 -0.2
C -3.1497 -3.5854 -3.2610 -0.1 -0.3 -0.1
C -3.4230 -2.7564 -2.0167 0.2 -0.5 -0.6
C -4.3494 -1.5892 -2.2180 -0.4 0.1 0.0
O -3.9190 -0.6846 -1.1931 0.1 0.0 0.0
C -2.6064 -0.9448 -0.9640 0.2 -0.2 -0.1
O -1.8853 -0.2500 -0.3245 0.0 0.3 0.2
O -2.2282 -2.0953 -1.5632 -0.2 0.4 0.2
H -2.0824 -3.6362 -3.4754 0.0 0.1 0.1
H -3.5133 -4.6029 -3.1229 0.0 0.0 0.0
H -3.6586 -3.1863 -4.1401 0.1 0.1 0.0
H -3.7667 -3.4005 -1.2057 0.0 0.1 0.0
H -5.3959 -1.8534 -2.0852 0.0 0.1 0.1
H -4.2218 -1.0973 -3.1865 0.1 -0.1 0.0
C -7.4109 -4.9064 2.6499 0.0 0.1 0.3
C -6.5996 -4.2516 1.5416 -0.3 -0.4 0.6
C -7.3631 -3.2881 0.6725 -0.1 0.4 0.0
O -6.6399 -3.3575 -0.5613 0.0 -0.1 0.0
C -6.0775 -4.5912 -0.6225 0.0 -0.3 0.0
O -5.5766 -5.0545 -1.5947 0.0 0.1 -0.1
O -6.1660 -5.2216 0.5712 0.0 0.3 -0.3
H -7.3773 -5.9923 2.5757 0.1 0.0 -0.1
H -7.0147 -4.6266 3.6262 0.0 -0.1 0.0
H -8.4563 -4.5936 2.6333 0.0 -0.1 -0.1
H -5.7032 -3.7827 1.9571 0.0 0.0 -0.1
H -7.3601 -2.2717 1.0630 0.1 0.0 -0.2
H -8.3945 -3.5981 0.4844 0.0 -0.1 0.1
C -1.5258 0.8960 3.8098 -0.3 0.0 -0.1
C -2.4244 2.0751 4.1516 0.4 -0.7 -0.1
C -2.7782 2.9618 2.9879 -0.4 0.0 -0.2
O -3.0057 4.2244 3.6261 0.0 -0.1 0.2
C -2.2486 4.2409 4.7525 -0.2 -0.2 0.3
O -2.0406 5.2087 5.4077 -0.2 0.0 0.3
O -1.7552 3.0076 5.0214 -0.2 0.4 -0.1
H -0.6198 0.9066 4.4070 -0.1 0.1 0.1
H -2.0404 -0.0439 4.0051 0.1 0.0 0.0
H -1.2446 0.8844 2.7558 0.0 0.1 0.0
H -3.3226 1.7299 4.6725 0.0 0.2 0.0
H -3.6709 2.6314 2.4596 0.0 0.2 0.0
H -1.9605 3.0809 2.2709 0.1 -0.1 0.1
C -0.6351 5.7582 3.0180 0.3 0.6 -0.1
C 0.6062 6.2243 2.2692 -0.6 -0.3 0.4
C 0.3442 6.9247 0.9620 0.0 0.4 -0.1
O 1.5415 6.6508 0.2247 0.0 -0.2 0.1
C 2.0328 5.4775 0.6928 0.0 -0.1 0.0
O 2.8969 4.8497 0.1739 0.2 0.1 -0.1
O 1.3994 5.1074 1.8320 0.2 0.1 -0.3
H -0.6020 4.6859 3.2076 0.3 0.1 -0.2
H -0.7129 6.2628 3.9809 0.1 -0.1 -0.2
H -1.5532 5.9815 2.4719 0.1 -0.1 -0.1
H 1.2344 6.8346 2.9242 0.1 0.0 -0.1
H 0.2018 7.9980 1.0783 0.2 0.0 -0.1
H -0.5022 6.5074 0.4097 0.0 -0.1 0.1
C 7.7465 -0.5114 -5.7352 0.0 0.3 -0.2
C 7.0035 -0.5497 -4.4078 0.2 0.0 -0.7
C 7.8676 -0.3951 -3.1845 0.1 0.3 0.3
O 7.1118 -1.0930 -2.1907 0.0 -0.1 -0.1
C 6.3877 -2.0395 -2.8372 0.0 -0.2 0.0
O 5.8035 -2.9226 -2.3004 0.1 -0.2 0.1
O 6.4192 -1.8427 -4.1764 0.0 0.1 0.3
H 7.5647 -1.4142 -6.3164 -0.1 0.0 0.1
H 7.4165 0.3403 -6.3305 0.0 -0.1 0.0
H 8.8239 -0.4018 -5.5998 0.0 -0.1 0.1
H 6.1893 0.1806 -4.4101 0.0 -0.1 0.1
H 8.0117 0.6453 -2.8969 -0.1 -0.1 0.1
H 8.8430 -0.8804 -3.2791 -0.1 0.0 -0.2
```
Forces are in eV/Å.

Computed properties:
- F_max: 3.3 eV Å⁻¹
- HOMO (spin up / spin down): -8.2 / -8.7 eV
- E_LUMO (spin up / spin down): 0.32 / 0.32 eV
- Spin multiplicity: 2

Here are the Löwdin charges for atoms 1 to 5, given in e: number 1, C, carries -0.01; number 2, C, carries -0.46; number 3, C, carries -0.01; number 4, C, carries -0.15; number 5, C, carries -0.31

=====

Entry 2:
DFT (ωB97M-V/def2-TZVPD) results for a 7-piece molecular cluster, C29H51BO19P overall in a non-equilibrium geometry.

XYZ file:
```
101
Properties=species:S:1:pos:R:3:forces:R:3
C 5.4622 1.2144 -2.0320 0.2 -0.2 -0.4
C 5.9388 0.1075 -3.0556 -1.3 -0.4 0.4
B 4.6435 -0.4053 -3.8404 1.6 0.9 -1.1
O 4.3914 -0.2275 -5.1914 -0.7 -0.4 2.0
P 3.3581 -1.4064 -2.7634 -1.0 -0.6 -0.3
C 3.4769 -3.1826 -3.3593 0.0 0.3 0.4
C 1.6429 -0.7070 -2.9010 -0.1 0.9 0.2
C 1.5467 0.5179 -3.8782 0.2 -0.9 0.0
H 5.9572 1.0883 -1.0583 -0.2 0.2 -0.4
H 4.3648 1.1803 -1.8748 0.5 0.1 0.1
H 5.6943 2.2042 -2.4479 -0.1 -0.2 0.3
H 6.7562 0.4269 -3.7146 -0.2 0.0 0.3
H 6.2703 -0.7592 -2.4424 0.1 0.4 -0.4
H 4.6730 0.6364 -5.4987 0.6 0.0 -0.4
H 3.7370 -1.3371 -1.3907 0.0 -0.2 -0.6
H 2.5046 -3.5509 -3.7157 0.3 0.4 0.1
H 3.7977 -3.8306 -2.5302 0.0 0.3 -0.3
H 4.2201 -3.2317 -4.1704 -0.3 0.0 0.3
H 0.9599 -1.5243 -3.1785 0.4 0.5 0.1
H 1.3294 -0.3239 -1.9111 0.3 -0.5 -0.2
H 0.5467 0.9676 -3.8025 0.3 -0.4 0.0
H 1.7162 0.1264 -4.8932 -0.1 0.6 0.2
H 2.2816 1.2999 -3.6264 -0.2 -0.3 -0.1
C -2.8311 0.9562 -5.5926 0.5 -0.1 -0.1
C -2.9823 0.4531 -4.1753 -0.2 0.1 -0.9
C -4.0903 1.1203 -3.4112 -0.5 0.0 0.0
O -3.6120 1.0522 -2.0589 0.4 0.1 0.0
C -2.2577 1.0243 -2.1182 -0.2 0.0 -0.1
O -1.5392 1.1832 -1.1829 0.2 -0.1 0.2
O -1.8310 0.7891 -3.3810 -0.1 0.0 0.5
H -2.1170 0.3383 -6.1388 -0.1 0.0 0.0
H -3.7832 0.9318 -6.1231 0.0 0.0 0.1
H -2.4414 1.9758 -5.6024 -0.2 0.0 0.1
H -3.0953 -0.6334 -4.1702 0.0 0.1 0.1
H -5.0421 0.6006 -3.5130 0.0 0.0 0.2
H -4.2283 2.1713 -3.6801 0.1 0.0 0.0
C -7.1323 1.3865 0.9701 -0.3 0.3 -0.2
C -7.5110 0.2271 0.0779 0.2 0.5 0.7
C -6.4147 -0.7933 -0.0605 0.2 -0.4 0.2
O -6.6475 -1.3217 -1.3674 0.0 0.2 -0.1
C -7.2622 -0.3457 -2.0850 -0.1 0.1 0.0
O -7.3916 -0.3656 -3.2654 0.1 0.0 -0.2
O -7.6885 0.6560 -1.2802 0.1 -0.4 -0.2
H -7.9942 2.0263 1.1609 0.0 0.0 0.1
H -6.7475 1.0352 1.9282 0.0 0.0 0.0
H -6.3771 2.0103 0.4893 0.1 -0.1 0.0
H -8.4440 -0.2335 0.4156 0.0 0.0 -0.1
H -6.4741 -1.5778 0.6923 0.0 -0.1 -0.2
H -5.4137 -0.3515 -0.0391 -0.1 0.1 0.0
C -1.6895 -6.3928 -3.6515 -0.1 0.0 -0.4
C -0.7771 -5.1876 -3.7099 -0.4 -0.7 0.2
C -0.7509 -4.3847 -2.4363 0.2 0.0 0.4
O -0.4705 -3.0597 -2.9117 -0.1 -0.3 -0.1
C -0.9494 -2.9922 -4.1848 -0.2 -0.3 -0.2
O -1.0724 -1.9793 -4.7894 0.1 0.3 -0.1
O -1.2579 -4.2201 -4.6561 0.2 0.4 0.2
H -1.5589 -7.0115 -4.5397 0.0 0.0 0.1
H -1.4796 -7.0046 -2.7735 0.1 0.1 0.0
H -2.7356 -6.0850 -3.6315 0.1 0.1 0.2
H 0.2316 -5.4894 -4.0115 0.0 0.1 0.0
H 0.0208 -4.7182 -1.7438 0.0 0.2 0.0
H -1.7128 -4.3722 -1.9180 0.0 -0.1 -0.1
C -1.0038 3.2575 1.6637 0.0 0.5 0.1
C -2.2001 2.8674 2.5006 0.6 0.1 -0.6
C -3.4771 2.7492 1.7143 -0.3 -0.3 -0.2
O -4.4737 3.0807 2.6884 0.1 0.1 0.0
C -3.8807 3.9007 3.5974 0.1 0.1 0.1
O -4.4673 4.5328 4.4104 -0.1 0.0 0.1
O -2.5331 3.8969 3.4454 -0.4 -0.1 0.0
H -0.1001 3.1876 2.2469 0.1 0.0 0.0
H -0.9022 2.6084 0.7933 -0.1 -0.1 0.1
H -1.0862 4.2951 1.3303 -0.3 -0.1 -0.1
H -1.9892 1.9485 3.0566 -0.1 0.0 0.0
H -3.6357 1.7439 1.3255 -0.1 0.0 0.1
H -3.5431 3.4647 0.8895 0.1 0.0 0.0
C 4.5370 4.3931 3.3936 -0.3 0.3 -0.3
C 3.3840 3.5985 3.9655 0.6 0.4 0.0
C 3.7892 2.2652 4.5326 0.2 0.1 0.3
O 2.6081 1.4772 4.3398 -0.1 0.1 -0.3
C 1.9572 1.9979 3.2717 0.1 -0.1 0.2
O 1.0592 1.4622 2.7034 0.1 -0.3 0.0
O 2.4619 3.2090 2.9346 -0.2 -0.3 0.1
H 4.2118 5.4008 3.1312 0.0 0.0 0.1
H 5.3547 4.4722 4.1105 -0.1 0.0 0.0
H 4.9082 3.9316 2.4772 0.0 -0.2 0.1
H 2.8405 4.1966 4.7029 -0.1 -0.1 0.0
H 4.0485 2.3223 5.5858 -0.1 -0.2 0.0
H 4.6125 1.7968 3.9900 0.0 0.1 0.0
C 3.1562 -3.2765 7.6068 0.3 -0.3 -0.2
C 3.9502 -1.9905 7.5402 -0.5 -0.6 0.2
C 3.0991 -0.7599 7.3747 -0.3 0.3 0.3
O 3.9709 0.1237 6.6625 0.2 -0.3 -0.1
C 4.8259 -0.6567 5.9515 0.0 -0.1 0.1
O 5.5336 -0.2576 5.0852 0.1 0.1 -0.1
O 4.7622 -1.9457 6.3588 0.0 0.4 -0.1
H 3.8064 -4.1115 7.8708 0.0 0.0 0.1
H 2.3622 -3.2116 8.3513 0.0 0.1 0.0
H 2.7180 -3.5113 6.6357 -0.1 0.2 0.0
H 4.6075 -1.9045 8.4103 0.0 0.1 -0.1
H 2.8040 -0.3248 8.3280 0.1 0.2 -0.1
H 2.2050 -0.9309 6.7686 0.1 -0.1 0.0
```
Forces are in eV/Å.

Computed properties:
- F_max: 2.2 eV Å⁻¹
- HOMO: -11.9 eV
- E_LUMO: -3.23 eV
- Net charge: +1

Here are the Löwdin charges for atoms 1 to 5, given in e: number 1, C, carries -0.10; number 2, C, carries -0.18; number 3, B, carries -0.53; number 4, O, carries 0.12; number 5, P, carries 1.10

=====

> Which value of F_max does entry 1 give?

3.3 eV Å⁻¹